Density functional theory data (wB97M-V/def2-TZVPD) for a structure of composition C12H14HgN2PS.

```
31
C12H14HgN2PS | the OMol25 dataset | wB97M-V/def2-TZVPD
C -0.90604 2.58561 -2.32312
C 0.03469 3.56256 -2.60275
C 0.92022 3.99688 -1.61838
C 0.99082 3.67541 -0.27808
C 0.55282 2.51954 0.21480
Hg 0.87895 1.40813 -1.50084
P -0.41960 -0.35115 -2.63279
H -1.67228 2.39974 -3.12557
H 0.21903 4.10959 -3.54766
H 1.57646 4.83627 -1.85846
H 0.78050 2.28643 1.27063
H 1.39616 4.44891 0.39278
H 0.48249 -1.44001 -2.79767
H -0.93208 -0.08327 -3.94861
H -1.55593 -0.82448 -1.83522
N -1.28582 1.23012 2.24197
C -0.73584 0.00254 2.05381
N -0.31836 -0.52538 0.92625
C 0.00757 -1.86841 1.07209
C 0.37233 -2.78011 0.06036
C 0.56216 -4.12658 0.37943
C 0.41971 -4.57019 1.70522
C 0.05420 -3.67720 2.72723
C -0.14799 -2.34268 2.40626
S -0.67351 -1.05631 3.47529
H -1.34824 1.47715 3.22045
H -1.03667 1.96695 1.57666
H 0.48107 -2.41408 -0.96107
H 0.81818 -4.85096 -0.40114
H 0.58172 -5.62150 1.94396
H -0.09669 -3.97352 3.76413
```

- orbital gap (spin up / spin down) (eV) = 4.8653 / 3.6404
- multiplicity = 1
- lowest unoccupied orbital energy (spin up / spin down) (eV) = 2.53 / 2.54
- DFT total energy (hartree) = -1467.8753
- net charge = -1

natural (NBO) population analysis, charges in e, atoms 1 to 2:
1. C -0.72
2. C -0.39

Density functional theory data (wB97M-V/def2-TZVPD) for the ion C12H14IN2 with charge +1.

```
29
C12H14IN2 | the OMol25 dataset | wB97M-V/def2-TZVPD
N 3.27013 -1.69452 2.16387
C 2.75672 -0.73430 1.13744
C 3.68337 0.42911 0.59750
C 3.10026 1.42456 -0.44891
C 1.61304 1.22140 -0.89746
C 1.00743 2.25411 -1.92673
C -0.46983 2.02358 -2.34701
N -1.28720 0.90952 -1.86882
C -0.77061 -0.07655 -0.93356
C -1.75702 -1.28489 -0.49098
C -3.22575 -0.76365 -0.05457
C -3.15567 -0.52645 1.56688
I -5.06203 -1.30043 2.35689
C 0.69119 0.03749 -0.38091
C 1.29972 -0.95943 0.65841
H 4.03760 -1.16755 2.63831
H 2.52760 -1.73399 2.89021
H 4.75469 0.50648 1.00420
H 3.79808 2.24565 -0.82571
H 1.63762 3.12379 -2.32350
H -0.92478 2.78100 -3.09052
H -2.25672 0.87583 -2.22823
H -1.26971 -1.97593 0.29344
H -1.86149 -1.93619 -1.44768
H -3.99254 -1.58140 -0.31978
H -3.50981 0.21594 -0.58157
H -2.25216 -1.07371 2.02908
H -3.09965 0.61726 1.74077
H 0.71750 -1.85672 1.08892
```

- orbital gap (eV) = 6.8323
- multiplicity = 1
- lowest unoccupied orbital energy (eV) = -4.89
- DFT total energy (hartree) = -872.3992
- net charge = +1

natural (NBO) population analysis, charges in e, atoms 1 to 2:
1. N -0.78
2. C 0.20

Density functional theory data (wB97M-V/def2-TZVPD) for a structure of composition C12H14IrN7O4Se.

```
39
C12H14IrN7O4Se | the OMol25 dataset | wB97M-V/def2-TZVPD
Ir -0.59577 -0.38226 0.88650
N -0.85942 -2.40793 1.28557
C -0.74772 -2.60425 2.75209
C 0.32752 -1.68831 3.28829
O 1.02044 -1.95660 4.22898
N 0.44061 -0.50441 2.53887
C 1.77819 0.02384 2.35477
C 2.22195 -0.38982 0.92686
O 3.35610 -0.41895 0.56280
O 1.18797 -0.73161 0.12713
H -1.76581 -2.73198 0.95578
H -0.14944 -2.94770 0.79027
H -0.49434 -3.62844 3.01170
H -1.70677 -2.34693 3.20524
H 2.47826 -0.35347 3.09633
H 1.75898 1.11197 2.37760
C 1.28979 -1.85882 -2.63685
N 0.89477 -0.48241 -2.90574
C 1.62656 0.41088 -3.64392
C 0.97205 1.58952 -3.60646
N -0.15354 1.40543 -2.83823
C -1.13293 2.44731 -2.56896
C -0.19897 0.12220 -2.41892
Se -1.53677 -0.72509 -1.38686
H 2.20694 -2.05839 -3.18302
H 0.51125 -2.54092 -2.96731
H 1.46883 -1.97619 -1.57049
H 2.55102 0.13558 -4.11883
H 1.21087 2.54135 -4.04529
H -1.04211 3.20334 -3.34442
H -0.94247 2.88466 -1.59911
H -2.12829 2.01278 -2.59742
O -0.17036 1.59942 0.66783
N -0.81360 2.56746 1.24772
C -1.92566 2.31337 1.88266
C -2.39765 0.96951 1.88839
N -2.64910 -0.15586 1.76816
C -2.65246 3.36243 2.52567
N -3.23891 4.18927 3.06267
```

- orbital gap (spin up / spin down) (eV) = 8.3978 / 6.1012
- multiplicity = 2
- lowest unoccupied orbital energy (spin up / spin down) (eV) = -3.95 / -6.31
- DFT total energy (hartree) = -3655.4154
- net charge = +1
- <S²> = 0.76

natural (NBO) population analysis, charges in e, atoms 1 to 2:
1. Ir 1.16
2. N -0.72

Density functional theory data (wB97M-V/def2-TZVPD) for a structure of composition C12H14MnN6O9S.

```
43
C12H14MnN6O9S | the OMol25 dataset | wB97M-V/def2-TZVPD
Mn -0.58815 0.21536 -0.69597
N -0.56344 2.17593 -1.70465
C 0.84021 2.41268 -2.11698
C 1.67700 1.15320 -1.97765
O 2.71359 1.00985 -2.56449
O 1.19025 0.24203 -1.13533
H -1.18555 2.19969 -2.50540
H -0.87812 2.90666 -1.07596
H 1.29469 3.16699 -1.47566
H 0.90999 2.77146 -3.14033
S -1.02305 -1.54717 -2.17842
C 0.61160 -2.11614 -2.47833
N 1.14301 -3.01476 -1.67408
C 2.50042 -3.54927 -1.84535
C 3.35246 -2.51354 -2.55512
C 2.66689 -2.06219 -3.83236
N 1.27560 -1.68605 -3.53094
H 0.57397 -3.32244 -0.90367
H 2.44866 -4.48130 -2.41013
H 2.89462 -3.77206 -0.85683
H 4.32464 -2.94045 -2.79548
H 3.50528 -1.65071 -1.90904
H 2.66623 -2.84788 -4.58927
H 3.16041 -1.18257 -4.23907
H 0.80319 -1.01951 -4.11940
O -3.19918 1.60118 6.53188
N -3.71579 1.24374 5.49763
O -4.89807 1.04821 5.31942
C -2.83662 1.14358 4.31692
C -3.37820 0.80872 3.11529
C -2.52796 0.70158 2.00963
C -1.12386 0.92545 2.08314
O -0.30288 0.75716 1.11350
C -0.66126 1.32916 3.36594
C -1.47649 1.40807 4.45875
N 0.75833 1.69525 3.56233
O 1.33588 2.21066 2.63195
O 1.22377 1.48854 4.66237
N -3.16655 0.36145 0.77469
O -4.35113 0.24552 0.71534
O -2.48966 0.17747 -0.29397
H -4.43780 0.62390 3.02500
H -1.06691 1.68256 5.42008
```

- orbital gap (spin up / spin down) (eV) = 7.6520 / 7.8227
- multiplicity = 5
- lowest unoccupied orbital energy (spin up / spin down) (eV) = -5.10 / -5.09
- DFT total energy (hartree) = -3020.1751
- net charge = +1
- <S²> = 6.07

natural (NBO) population analysis, charges in e, atoms 1 to 2:
1. Mn 1.53
2. N -0.88

Density functional theory data (wB97M-V/def2-TZVPD) for an isolated molecule of C12H14N2.

```
28
C12H14N2 | the OMol25 dataset | wB97M-V/def2-TZVPD
N 4.67681 -0.29384 0.45940
C 3.13988 -0.27921 0.63357
C 2.54775 -0.71934 -0.70455
N 1.08154 -1.02567 -0.74326
C 0.12757 0.08093 -0.52119
C 0.47142 1.46791 -0.33460
C -0.57582 2.43335 -0.25127
C -1.88208 2.18197 0.00672
C -2.26620 0.80501 -0.03567
C -3.63687 0.38542 0.23815
C -4.11515 -0.89181 0.29001
C -3.14515 -1.90924 0.03644
C -1.78376 -1.74671 -0.18033
C -1.28194 -0.28701 -0.24686
H 4.99400 0.42414 -0.22398
H 4.81596 0.03593 1.46273
H 3.02346 -1.09329 1.45441
H 2.70205 0.67997 0.84441
H 2.77660 0.25451 -1.33118
H 2.93206 -1.62038 -1.00844
H 0.81757 -1.66315 -0.00168
H 1.46220 1.90534 -0.46236
H -0.32275 3.46564 -0.08788
H -2.69143 2.82309 -0.09559
H -4.28726 1.16661 0.59928
H -5.09740 -1.16658 0.53483
H -3.46718 -2.86882 -0.01654
H -1.01588 -2.54476 -0.31458
```

- orbital gap (eV) = 8.3967
- multiplicity = 1
- lowest unoccupied orbital energy (eV) = 0.50
- DFT total energy (hartree) = -575.0896

natural (NBO) population analysis, charges in e, atoms 1 to 2:
1. N -0.84
2. C -0.24

Density functional theory data (wB97M-V/def2-TZVPD) for an isolated molecule of C12H14N2O2.

```
30
C12H14N2O2 | the OMol25 dataset | wB97M-V/def2-TZVPD
C -2.95702 1.09272 0.82173
C -2.13739 0.12408 0.07074
N -2.75592 -0.71344 -0.73050
C -2.00703 -1.52232 -1.47609
C -0.59599 -1.57504 -1.52134
C 0.16034 -2.63491 -2.36610
C 0.90519 -2.02973 -3.44640
N 1.44850 -1.49160 -4.30388
C 0.09370 -0.70493 -0.62884
C -0.66670 0.19682 0.19738
O -0.19491 1.12586 1.07408
C 1.20441 1.24384 1.19825
C 1.29156 2.78404 1.10156
C 1.51948 0.60856 2.64970
O 2.05011 0.50714 0.19394
C 1.62080 -0.73658 -0.45518
H -3.17446 0.62060 1.77558
H -2.56130 2.09104 0.89720
H -3.90294 1.37201 0.36437
H -2.64467 -2.26305 -2.10547
H -0.50685 -3.42544 -2.71045
H 0.93448 -2.96660 -1.71538
H 0.76043 3.08289 0.21577
H 0.75622 3.18186 2.04613
H 2.35214 3.10020 1.05417
H 2.62139 0.75994 2.79726
H 1.30355 -0.50957 2.63035
H 0.98582 0.92623 3.55005
H 1.93957 -1.53926 0.26870
H 2.15749 -0.70534 -1.44733
```

- orbital gap (eV) = 9.2360
- multiplicity = 1
- lowest unoccupied orbital energy (eV) = 0.60
- DFT total energy (hartree) = -725.5873

natural (NBO) population analysis, charges in e, atoms 1 to 2:
1. C -0.66
2. C 0.21